w) This record from the Open Molecules 2025 dataset describes 11 unconnected molecules or ions with the total composition C34H96N6O16. The level of theory is wB97M-V/def2-TZVPD.

Last column: Löwdin charge in e.
Positions of all 152 atoms, in Å:
C: -15.8274 -27.1696 29.0785  -0.082
C: -17.2648 -27.3668 28.6508  -0.432
C: -18.0767 -26.0680 29.0334  -0.118
O: -19.4609 -26.1487 28.3941  -0.210
C: -20.3570 -25.1724 29.0224  -0.101
N: -17.4668 -27.7524 27.2625  0.039
H: -15.3581 -28.0677 29.4801  0.075
H: -15.7533 -26.3917 29.8384  0.068
H: -15.2175 -26.7382 28.2848  0.075
H: -17.6483 -28.2066 29.2302  0.128
H: -17.7003 -25.1315 28.6217  0.112
H: -18.2509 -25.9287 30.1003  0.113
H: -21.3105 -25.2377 28.4983  0.069
H: -19.9385 -24.1762 28.8789  0.046
H: -20.5283 -25.2701 30.0944  0.078
H: -17.6022 -26.9098 26.7223  0.063
H: -16.6643 -28.2541 26.9100  0.067
C: -23.5550 -23.7838 31.0586  -0.045
C: -24.9334 -24.2023 31.6180  -0.419
C: -25.8636 -25.1139 30.6739  -0.167
O: -25.1617 -26.2614 30.2208  -0.198
C: -25.7419 -27.5454 30.4762  -0.099
N: -24.5748 -24.8223 32.8576  0.032
H: -22.9724 -23.0552 31.6223  0.087
H: -23.9407 -23.3097 30.1560  0.046
H: -22.9812 -24.6347 30.6915  0.071
H: -25.5962 -23.3403 31.6931  0.129
H: -25.9920 -24.4648 29.8077  0.081
H: -26.8983 -25.2834 30.9716  0.119
H: -26.5924 -27.8713 29.8774  0.069
H: -25.9937 -27.7298 31.5206  0.082
H: -24.9938 -28.3283 30.3518  0.083
H: -24.2464 -25.6626 32.4036  0.065
H: -25.3839 -25.1575 33.3606  0.070
C: -25.5739 -23.2718 26.9576  -0.055
C: -24.2673 -22.5740 26.7809  -0.416
C: -24.2168 -21.1802 27.4669  -0.207
O: -25.0432 -20.2378 26.8934  -0.199
C: -24.8955 -19.9647 25.4860  -0.081
N: -23.1932 -23.4710 27.1488  0.096
H: -26.4142 -22.7969 26.4511  0.071
H: -26.0176 -23.3403 27.9508  0.061
H: -25.6016 -24.3262 26.6827  0.068
H: -24.1866 -22.3213 25.7237  0.113
H: -23.2887 -20.6094 27.4357  0.109
H: -24.3432 -21.1873 28.5495  0.127
H: -23.8560 -19.7720 25.2204  0.078
H: -25.4685 -19.0801 25.2079  0.086
H: -25.2139 -20.8141 24.8816  0.061
H: -23.2700 -23.6706 28.1359  0.052
H: -22.2858 -23.0807 26.9384  0.056
C: -30.0390 -19.5220 24.1366  -0.082
C: -29.2464 -20.8464 24.0344  -0.371
C: -27.7358 -20.6690 23.4752  -0.140
O: -27.5716 -20.2732 22.0437  -0.185
C: -26.3094 -19.6053 21.8284  -0.109
N: -29.1987 -21.3515 25.4163  0.015
H: -30.1694 -18.9373 23.2259  0.070
H: -29.6559 -18.8123 24.8698  0.077
H: -31.0817 -19.6542 24.4254  0.068
H: -29.6914 -21.5614 23.3425  0.130
H: -27.2232 -21.5957 23.7333  0.084
H: -27.3268 -19.9647 24.1995  0.087
H: -25.3600 -19.8232 22.3175  0.053
H: -26.6018 -18.6190 22.1887  0.085
H: -26.1021 -19.5506 20.7597  0.090
H: -28.7056 -20.9144 26.1818  0.072
H: -30.1415 -21.1349 25.7068  0.054
C: -20.5064 -17.2591 23.0566  -0.055
C: -21.9740 -17.3525 22.5111  -0.348
C: -22.4770 -18.8090 22.5185  -0.245
O: -22.0462 -19.3671 21.3137  -0.192
C: -22.3370 -20.8052 21.2107  -0.063
N: -22.8168 -16.6831 23.5809  0.030
H: -20.5616 -17.5333 24.1101  0.058
H: -20.0882 -16.2634 22.9085  0.068
H: -19.8175 -17.8926 22.4978  0.074
H: -21.9705 -16.9513 21.4977  0.134
H: -23.5515 -18.7090 22.3648  0.097
H: -22.2317 -19.3991 23.4014  0.114
H: -23.3501 -21.2033 21.1545  0.057
H: -21.8021 -21.2734 22.0371  0.066
H: -21.7595 -21.0951 20.3329  0.086
H: -23.8091 -16.8689 23.6101  0.053
H: -22.8684 -15.6765 23.5167  0.068
C: -26.2353 -23.6169 21.1744  -0.040
C: -25.4426 -23.7928 22.5324  -0.405
C: -25.8375 -25.1539 23.1950  -0.196
O: -25.5572 -26.1779 22.3017  -0.204
C: -26.2348 -27.3775 22.3672  -0.110
N: -24.0593 -23.5474 22.2670  0.064
H: -27.3031 -23.7933 21.3043  0.075
H: -25.9557 -24.3488 20.4166  0.070
H: -26.0706 -22.6436 20.7122  0.065
H: -25.8353 -22.9947 23.1625  0.099
H: -26.9138 -25.2022 23.3605  0.119
H: -25.4322 -25.3520 24.1872  0.095
H: -25.8512 -28.0967 21.6435  0.094
H: -27.2660 -27.1906 22.0674  0.088
H: -26.2001 -27.7769 23.3808  0.086
H: -23.8259 -24.3311 21.6742  0.081
H: -23.6341 -23.8483 23.1322  0.069
C: -19.6110 -21.6236 24.7750  -0.244
C: -19.6791 -21.9540 26.3116  -0.224
O: -19.8444 -23.3116 26.6518  -0.075
O: -18.3489 -21.9877 24.3128  -0.042
H: -20.0596 -20.6580 24.5415  0.107
H: -20.3503 -22.2373 24.2603  0.105
H: -20.4929 -21.4458 26.8289  0.095
H: -18.7254 -21.6442 26.7390  0.117
H: -19.1285 -23.8397 26.2909  0.084
H: -18.3656 -22.9412 24.4231  0.081
C: -23.5936 -27.2191 26.0253  -0.236
C: -23.8461 -27.1377 27.5532  -0.215
O: -22.8644 -28.0380 28.0966  -0.066
O: -22.3266 -26.6388 25.7484  -0.059
H: -24.3348 -26.6628 25.4515  0.081
H: -23.6707 -28.2445 25.6637  0.112
H: -24.8650 -27.4620 27.7647  0.103
H: -23.6271 -26.1188 27.8725  0.092
H: -23.1731 -28.9430 28.0122  0.080
H: -22.4092 -25.9541 25.0805  0.069
C: -18.9347 -19.9619 29.9366  -0.261
C: -19.7710 -21.2564 29.8708  -0.248
O: -20.9671 -21.0272 29.1735  -0.090
O: -19.6518 -18.9736 30.5869  -0.025
H: -18.4649 -19.7797 28.9701  0.126
H: -18.1722 -20.3913 30.5865  0.115
H: -20.1503 -21.5592 30.8468  0.116
H: -19.1912 -22.1218 29.5499  0.106
H: -21.3116 -20.1725 29.4428  0.072
H: -20.0238 -18.4828 29.8504  0.061
C: -22.1742 -17.0199 26.9909  -0.192
C: -23.5918 -17.0299 27.6094  -0.208
O: -23.8176 -16.2380 28.8149  -0.071
O: -21.2025 -17.3726 28.0400  -0.088
H: -21.9630 -16.0993 26.4469  0.105
H: -21.9605 -17.7531 26.2132  0.093
H: -23.9159 -18.0478 27.8256  0.101
H: -24.2597 -16.6468 26.8378  0.109
H: -24.6941 -16.5092 29.0973  0.080
H: -21.4382 -16.7277 28.7109  0.067
C: -29.7815 -25.5080 27.9273  -0.200
C: -28.4323 -26.1913 27.7164  -0.215
O: -28.4211 -27.6010 28.0588  -0.090
O: -29.9202 -25.1017 29.3221  -0.082
H: -30.6123 -26.1561 27.6484  0.114
H: -29.8292 -24.6083 27.3139  0.112
H: -27.5807 -25.6174 28.0818  0.109
H: -28.3187 -26.2726 26.6354  0.109
H: -28.9517 -28.1706 27.4970  0.084
H: -29.2915 -25.6023 29.8472  0.059

The LUMO energy is 0.33 eV. As for the HOMO energy: -8.87 eV. The value obtained for the orbital gap is 9.2 eV. As for the spin multiplicity: 1.

---

x) This record from the Open Molecules 2025 dataset describes 11 unconnected molecules or ions with the total composition C34H96N6O16. The level of theory is wB97M-V/def2-TZVPD.

Last column: Löwdin charge in e.
Positions of all 152 atoms, in Å:
C: -10.3474 -0.8696 6.0208  -0.060
C: -9.8996 -2.2777 6.3074  -0.412
C: -8.5188 -2.3087 6.8961  -0.200
O: -7.4999 -1.8659 6.0318  -0.233
C: -6.1838 -1.8447 6.5744  -0.064
N: -10.8054 -2.8594 7.3248  0.064
H: -11.1703 -0.9396 5.3058  0.054
H: -9.6874 -0.3062 5.3396  0.083
H: -10.4112 -0.1518 6.8376  0.087
H: -10.0180 -2.8255 5.3701  0.127
H: -8.2723 -3.3532 7.1562  0.132
H: -8.4101 -1.7806 7.8528  0.136
H: -6.3133 -1.8762 7.6580  0.085
H: -5.5656 -1.0039 6.2671  0.095
H: -5.6323 -2.7383 6.2700  0.093
H: -10.2740 -3.5529 7.8414  0.064
H: -11.5976 -3.3564 6.9325  0.044
C: -12.8182 0.2551 2.6581  -0.025
C: -13.5372 -1.0923 2.4729  -0.418
C: -13.3746 -1.6800 1.0718  -0.189
O: -13.8385 -0.9052 -0.0424  -0.180
C: -15.0263 -0.1138 0.1594  -0.093
N: -13.1718 -2.0620 3.4925  0.083
H: -11.7572 0.1956 2.8894  0.074
H: -13.3539 0.5287 3.5753  0.066
H: -13.0309 0.9649 1.8598  0.056
H: -14.6198 -0.9313 2.4914  0.123
H: -13.9444 -2.6190 0.9899  0.095
H: -12.3771 -2.0683 0.8545  0.111
H: -14.6944 0.8313 0.5871  0.053
H: -15.8903 -0.5236 0.6817  0.068
H: -15.2597 0.0120 -0.8978  0.085
H: -13.7004 -1.8381 4.3381  0.042
H: -12.2007 -2.0751 3.7684  0.063
C: -14.0264 2.9485 -1.3278  -0.057
C: -14.5252 4.2033 -0.6256  -0.434
C: -15.1473 3.9656 0.7465  -0.209
O: -16.2909 3.1594 0.5607  -0.181
C: -16.8284 2.8033 1.8215  -0.109
N: -13.4536 5.2108 -0.5090  0.023
H: -14.6829 2.0867 -1.2355  0.047
H: -13.1559 2.6671 -0.7145  0.079
H: -13.6289 3.0305 -2.3365  0.082
H: -15.2379 4.6253 -1.3424  0.137
H: -15.3393 4.8256 1.3871  0.127
H: -14.3267 3.3727 1.1918  0.120
H: -16.1969 2.0086 2.2285  0.086
H: -17.8251 2.4041 1.6219  0.070
H: -17.0365 3.5936 2.5482  0.092
H: -13.1670 5.5291 -1.4296  0.068
H: -12.5756 4.8236 -0.1699  0.067
C: -12.5719 4.5678 5.9523  -0.045
C: -12.5726 3.5946 7.1459  -0.451
C: -12.8488 2.1601 6.6450  -0.206
O: -12.9120 1.1550 7.6538  -0.199
C: -13.8768 1.4662 8.6230  -0.126
N: -11.4298 3.6558 8.0300  0.051
H: -11.8443 5.3673 6.0997  0.073
H: -13.5781 4.9746 5.8740  0.076
H: -12.2805 4.1526 4.9855  0.074
H: -13.5070 3.7493 7.7019  0.111
H: -12.0697 1.8781 5.9299  0.122
H: -13.7041 2.1749 5.9592  0.125
H: -14.8792 1.5116 8.1898  0.102
H: -13.6436 2.3037 9.2914  0.083
H: -13.8847 0.6924 9.3997  0.093
H: -11.5965 3.1177 8.8735  0.063
H: -11.2245 4.5769 8.3997  0.073
C: -15.9173 -5.2277 0.3232  -0.055
C: -15.3088 -5.6477 -1.0564  -0.373
C: -15.8219 -7.0279 -1.5461  -0.199
O: -15.5224 -8.1480 -0.7349  -0.187
C: -14.1871 -8.2782 -0.3013  -0.113
N: -15.8112 -4.6036 -1.9641  0.029
H: -15.3149 -4.4114 0.7240  0.054
H: -16.0452 -6.1540 0.8959  0.070
H: -16.9406 -4.8442 0.3741  0.074
H: -14.2263 -5.7375 -0.9948  0.123
H: -15.4806 -7.2263 -2.5699  0.120
H: -16.9063 -7.0698 -1.6737  0.125
H: -13.5149 -8.3155 -1.1642  0.086
H: -14.0298 -9.2266 0.2130  0.093
H: -13.9361 -7.5002 0.4195  0.067
H: -16.8248 -4.6489 -1.9170  0.036
H: -15.7044 -3.6321 -1.6933  0.058
C: -11.8645 -4.9627 2.0682  -0.067
C: -11.7253 -6.3629 2.5958  -0.412
C: -10.7891 -7.3785 1.9339  -0.163
O: -11.3816 -7.7298 0.6735  -0.217
C: -10.4856 -8.2350 -0.2772  -0.122
N: -11.2659 -6.1158 4.0165  0.034
H: -11.0603 -4.2318 2.0470  0.075
H: -12.7828 -4.5683 2.5090  0.047
H: -12.1935 -4.9974 1.0170  0.080
H: -12.7097 -6.8382 2.6599  0.124
H: -10.7454 -8.2640 2.5709  0.124
H: -9.8126 -6.9432 1.7135  0.126
H: -10.0976 -9.2353 -0.0498  0.089
H: -9.6273 -7.6075 -0.5405  0.088
H: -11.1373 -8.3165 -1.1507  0.079
H: -11.2906 -6.9972 4.5335  0.065
H: -12.0708 -5.6413 4.4232  0.044
C: -14.2621 -2.5388 7.5612  -0.218
C: -15.0934 -1.6566 6.6218  -0.172
O: -14.2166 -0.7290 5.8963  -0.122
O: -13.6628 -3.6428 6.9153  -0.087
H: -14.9674 -2.8186 8.3541  0.122
H: -13.4728 -1.9653 8.0485  0.115
H: -15.8624 -0.9856 7.0266  0.114
H: -15.7202 -2.1380 5.8628  0.106
H: -13.5585 -0.5559 6.5848  0.048
H: -14.4067 -4.1914 6.6300  0.035
C: -18.4209 -1.6520 1.9709  -0.217
C: -19.1534 -0.3452 1.6516  -0.255
O: -20.4476 -0.2129 2.2062  -0.055
O: -18.3905 -1.7681 3.3911  -0.073
H: -17.3768 -1.6627 1.6664  0.093
H: -18.9638 -2.5043 1.5521  0.125
H: -19.1277 -0.0907 0.5857  0.117
H: -18.5705 0.4298 2.1654  0.094
H: -20.8042 0.6415 1.9582  0.085
H: -19.0968 -2.3536 3.6721  0.086
C: -18.9393 -2.1457 -2.8314  -0.206
C: -17.5782 -1.5033 -2.9872  -0.236
O: -16.9080 -2.0398 -4.1491  -0.073
O: -18.7206 -3.5419 -2.5035  -0.102
H: -19.4845 -2.1317 -3.7744  0.123
H: -19.4580 -1.7817 -1.9452  0.113
H: -17.0276 -1.7855 -2.0865  0.101
H: -17.6415 -0.4375 -3.1999  0.123
H: -16.6528 -2.9274 -3.8527  0.057
H: -18.7031 -4.0479 -3.3217  0.085
C: -14.9374 -5.0305 4.6536  -0.247
C: -16.2220 -4.4907 4.0497  -0.216
O: -16.9669 -5.5350 3.3920  -0.072
O: -15.1069 -5.6720 5.8939  -0.044
H: -14.2329 -4.2014 4.7981  0.088
H: -14.3271 -5.5290 3.8900  0.107
H: -16.2158 -3.6986 3.2971  0.109
H: -16.8577 -4.0116 4.8048  0.112
H: -17.5780 -5.8667 4.0566  0.076
H: -15.8995 -6.2117 5.9415  0.104
C: -8.1649 -2.3053 2.9557  -0.234
C: -8.4583 -2.3004 1.4596  -0.244
O: -9.7070 -1.6833 1.2234  -0.075
O: -7.4299 -1.2052 3.4838  -0.105
H: -7.5430 -3.1956 3.1211  0.122
H: -9.1087 -2.2044 3.4943  0.099
H: -8.4574 -3.3372 1.1024  0.108
H: -7.6597 -1.9348 0.8018  0.124
H: -9.5528 -0.7781 0.9392  0.091
H: -7.2653 -1.3776 4.4402  0.035

The LUMO energy is 0.21 eV. As for the HOMO energy: -8.64 eV. The value obtained for the orbital gap is 8.9 eV. As for the spin multiplicity: 1.

---

Order of stability, best first: x), w)